1.
The following is a quantum chemistry calculation of an isolated molecule of C4H2FNS2 at a distorted geometry, from the Open Molecules 2025 dataset.

Properties
SMILES = F/C=C1\C=NSC1=S
E = -30056.114 eV

Element x y z (Å)
1 F -2.5992 0.3205 -0.0948
2 C -1.3007 0.8249 -0.0468
3 C -0.1080 0.0545 -0.0307
4 C -0.0167 -1.4516 0.1092
5 N 1.1089 -1.9574 0.1357
6 S 2.3733 -0.6781 -0.1509
7 C 1.2104 0.7145 -0.1162
8 S 1.6181 2.3296 0.0786
9 H -1.4221 1.8485 -0.2156
10 H -0.8639 -2.0052 0.3314

Forces on atoms 1 to 6 (eV/Å):
2.41 -0.10 0.43
0.80 -3.63 -0.70
-3.47 1.40 -0.02
-0.81 3.90 0.03
3.74 0.14 -0.63
-1.96 -0.09 0.29

Here are the natural (NBO) charges for atoms 1 to 4, given in e: number 1, F, carries -0.32; number 2, C, carries 0.41; number 3, C, carries -0.28; number 4, C, carries 0.07

***

2.
The following is a quantum chemistry calculation of a structure of composition C9H20NS at a distorted geometry, from the Open Molecules 2025 dataset.

Properties
net charge = +1
E = -21972.397 eV

Element x y z (Å)
1 C 3.6788 0.7592 0.6210
2 C 3.7752 1.0591 -0.7008
3 C -2.3889 -1.7695 -1.1148
4 C -2.6541 -0.2927 -0.6103
5 C -1.3647 -2.3712 -0.1504
6 C -1.3671 0.5868 -0.5200
7 C -0.1077 -1.5065 -0.2888
8 C -0.7550 -0.1015 1.6995
9 C 1.0662 2.4057 0.2603
10 N -0.3678 -0.1112 0.2553
11 S 1.4392 0.5563 0.1640
12 H 3.6943 1.6187 1.2922
13 H 3.8572 -0.3148 1.0230
14 H 3.8223 0.2805 -1.3609
15 H 3.7043 2.1070 -1.1407
16 H -3.2868 -2.2258 -1.0341
17 H -2.0143 -1.5366 -2.1462
18 H -3.2786 0.2083 -1.3288
19 H -3.1839 -0.5051 0.2412
20 H -1.8741 -2.4252 0.9102
21 H -1.0174 -3.2459 -0.5383
22 H -0.9822 0.7247 -1.4582
23 H -1.8637 1.4897 -0.1141
24 H 0.7289 -2.1080 0.1727
25 H 0.2259 -1.3787 -1.3088
26 H -0.6674 0.8294 2.0995
27 H -1.7300 -0.2869 1.9581
28 H -0.0987 -0.6624 2.4054
29 H 0.1136 2.6645 0.6117
30 H 1.8292 2.7893 0.8359
31 H 1.0674 2.7627 -0.7346

Forces on atoms 1 to 6 (eV/Å):
1.60 -0.29 0.09
-0.65 2.38 1.54
2.84 3.93 -0.17
1.72 -1.36 -2.81
-1.37 2.96 0.41
-3.74 -1.24 1.65

Here are the natural (NBO) charges for atoms 1 to 4, given in e: number 1, C, carries -0.43; number 2, C, carries -0.30; number 3, C, carries -0.38; number 4, C, carries -0.40

***

3.
The following is a quantum chemistry calculation of a structure of composition C37H41ClN8O4SSn at a distorted geometry, from the Open Molecules 2025 dataset.

Properties
net charge = +2
E = -88319.397 eV

Element x y z (Å)
1 Sn -1.1462 -1.7516 2.1536
2 O 2.2221 0.4600 1.7479
3 C 1.9066 1.7600 2.0124
4 C 2.7166 2.6981 1.4115
5 C 2.5630 4.0478 1.7126
6 C 1.6280 4.4547 2.6201
7 C 0.7666 3.5314 3.1188
8 C 0.8088 2.1739 2.8257
9 C -0.1470 1.2242 3.3780
10 O -0.1439 0.0496 2.8633
11 N -0.9623 1.6364 4.3497
12 N -1.6831 0.6105 4.8281
13 C -2.9200 0.5439 5.1358
14 C -3.1137 -0.6084 5.9272
15 C -4.1666 -1.1659 6.7153
16 C -3.9254 -2.2794 7.4842
17 C -2.6205 -2.9004 7.4992
18 C -1.5726 -2.3078 6.8271
19 C -1.8700 -1.1698 6.0766
20 O -0.9452 -0.4523 5.3512
21 H 1.5711 -0.0194 2.2518
22 H 3.5282 2.3643 0.8194
23 H 3.2374 4.7972 1.2438
24 H 1.6055 5.4989 2.9354
25 H 0.0302 3.9248 3.8344
26 H -3.6706 1.2576 4.8273
27 H -5.1766 -0.8060 6.5825
28 H -4.7239 -2.7119 8.0685
29 H -2.4670 -3.7715 8.1027
30 H -0.5657 -2.6547 6.8311
31 C 3.4784 -1.7517 -5.3198
32 C 2.1030 -1.0549 -5.1698
33 C 0.9707 -2.0382 -5.3303
34 C 1.9244 0.0458 -6.2885
35 C 1.9569 -0.3914 -3.7910
36 O 0.6015 0.2006 -3.6956
37 C 2.9640 0.7741 -3.5709
38 C 2.7980 1.5194 -2.2486
39 C 1.9413 2.7892 -2.1593
40 C 0.6610 2.7243 -1.5797
41 C -0.0944 3.8949 -1.3858
42 C 0.4597 5.1211 -1.7350
43 Cl -0.3661 6.6616 -1.4487
44 C 1.7038 5.2195 -2.3055
45 C 2.4716 4.0797 -2.4480
46 C 2.0839 -1.4213 -2.6374
47 N 0.9675 -1.4061 -1.7438
48 C 0.9997 -1.1876 -0.4252
49 N -0.2500 -1.2550 0.0643
50 C -0.9857 -1.5695 -1.0175
51 N -0.3143 -1.7267 -2.1004
52 H 3.6715 -2.0323 -6.3624
53 H 3.5732 -2.6449 -4.7061
54 H 4.3341 -1.1157 -5.0455
55 H 0.9653 -2.5361 -6.2465
56 H 0.0090 -1.4764 -5.1754
57 H 0.9161 -2.7888 -4.5351
58 H 1.6834 -0.4264 -7.2024
59 H 2.8408 0.5975 -6.4187
60 H 1.0890 0.7087 -6.0527
61 H 0.6020 1.1274 -3.9271
62 H 2.9912 1.4199 -4.4416
63 H 3.9855 0.3579 -3.4982
64 H 3.7814 1.7338 -1.9387
65 H 2.3968 0.8484 -1.5047
66 H 0.3091 1.7480 -1.1657
67 H -1.0904 3.8552 -0.9728
68 H 2.2239 6.1221 -2.5206
69 H 3.5208 4.1800 -2.8366
70 H 2.9764 -1.1860 -2.0265
71 H 2.2233 -2.4235 -3.0586
72 H 1.9140 -0.9557 0.1471
73 H -2.0799 -1.7250 -1.0388
74 S -0.5160 -6.1060 -1.0533
75 C -0.9113 -6.4502 0.5735
76 C -1.4348 -5.2972 1.1304
77 N -1.5436 -4.2185 0.2913
78 C -1.1347 -4.5371 -0.8955
79 H -0.6238 -7.2777 1.2119
80 H -1.6944 -5.1544 2.1997
81 H -1.0395 -3.8967 -1.7837
82 C -2.1383 1.5633 0.7119
83 C -3.0268 0.3766 0.5760
84 N -2.8662 -0.7952 1.1928
85 C -3.9334 -1.6109 0.8511
86 C -4.7922 -0.9271 0.0493
87 N -4.1688 0.3103 -0.1687
88 H -2.3724 2.2234 1.5685
89 H -2.1700 2.2627 -0.0900
90 H -1.0759 1.2187 0.8330
91 H -3.9425 -2.6341 1.1675
92 H -5.7423 -1.1668 -0.3533
93 H -4.5486 1.0668 -0.6834

Forces on atoms 1 to 6 (eV/Å):
0.57 -0.19 -0.34
0.04 0.57 0.05
-0.42 0.10 -0.31
-0.27 0.94 0.68
1.55 0.07 -1.23
0.09 1.07 0.03

Here are the Mulliken charges for atoms 1 to 4, given in e: number 1, Sn, carries 1.03; number 2, O, carries -0.76; number 3, C, carries 0.74; number 4, C, carries -0.76

***

4.
The following is a quantum chemistry calculation of an isolated molecule of C4H12N2O at a distorted geometry, from the Open Molecules 2025 dataset.

Properties
SMILES = NCC[C@H](N)CO
E = -9369.834 eV

Element x y z (Å)
1 N -1.0344 1.1941 -2.1820
2 C 0.2477 1.1132 -1.4885
3 C 0.4173 -0.2406 -0.7675
4 C -0.0683 -0.2756 0.6564
5 N 0.8378 0.4896 1.5145
6 C -0.1482 -1.7023 1.1700
7 O -0.9806 -1.7902 2.3462
8 H -0.8777 1.1801 -3.1799
9 H -1.5169 2.0500 -1.9515
10 H 0.3521 1.8594 -0.6954
11 H 1.0645 1.2231 -2.2021
12 H 1.4604 -0.5828 -0.7640
13 H -0.1197 -0.9925 -1.3453
14 H -1.0960 0.0994 0.7530
15 H 0.3431 1.0139 2.2189
16 H 1.4287 1.0953 0.9678
17 H 0.8526 -2.0652 1.4285
18 H -0.5755 -2.4408 0.4980
19 H -0.5869 -1.2281 3.0231

Forces on atoms 1 to 6 (eV/Å):
-0.03 0.19 0.22
0.39 -0.84 0.51
0.08 -0.33 -0.68
-0.42 -0.31 0.23
-0.06 -0.25 0.15
-0.04 -0.57 1.09

Here are the natural (NBO) charges for atoms 1 to 4, given in e: number 1, N, carries -0.84; number 2, C, carries -0.22; number 3, C, carries -0.42; number 4, C, carries -0.09

***

LUMO level, respectively: -1.6 -2.8 -5.7 0.9 eV.
ΔE to the lowest compared entry with this formula, charge and spin, respectively: 0.932 1.663 0.000 1.360 eV.
HOMO, respectively: -9.1 -13.0 -12.9 -9.2 eV.